No. 1
28
Properties=species:S:1:pos:R:3:forces:R:3 method="wB97M-V/def2-TZVPD" e_tot_ha=-612.20967 e_homo_ev=-8.4591 total_charge=0 orbital_gap_ev=9.3 smiles=Cc1ccc(O)cc1.Cc1c[nH]cn1
C 1.50220 -3.87451 0.48646 1.008 -1.497 2.188
C 0.88368 -3.13384 -1.83924 -2.477 2.211 -1.805
C 0.72102 -3.17367 -0.53295 0.188 0.431 3.064
C -0.93844 -1.79718 -1.07541 8.263 -6.466 -1.045
N -0.24798 -2.30703 -2.22317 0.120 0.939 -1.494
N -0.26120 -2.36794 -0.06286 -2.740 1.255 -0.037
H 1.76552 -3.34949 -2.43391 -0.740 -0.209 -0.310
H -0.38780 -2.06483 -3.22583 -0.095 -0.097 1.431
H 2.61239 -3.66738 0.37053 -1.272 -0.539 0.388
H 1.27519 -4.97022 0.50445 0.674 0.551 -0.703
H -1.73842 -1.23277 -0.99538 -3.609 2.516 -0.216
H 1.14285 -3.68670 1.55747 0.677 0.688 -1.600
C -2.29379 1.78097 2.22540 3.416 -3.267 -0.763
C -0.03320 1.53434 -0.86354 -0.574 -0.444 0.977
C 0.92039 2.48124 -0.56678 0.722 0.934 -2.328
C -1.00161 1.28645 0.12851 0.212 -0.305 -0.903
C -1.09045 2.11119 1.24835 -1.062 -2.041 -0.351
C 0.89720 3.31369 0.55468 -1.902 -2.550 -1.177
C -0.15826 3.13644 1.38462 -2.394 0.000 2.829
O 1.73253 2.73653 -1.70430 2.729 0.472 2.096
H 0.01650 1.03875 -1.85180 -0.047 0.178 0.919
H -1.69668 0.43341 -0.00981 0.386 0.943 0.246
H 1.50640 4.07305 0.80532 2.496 2.411 0.062
H 2.68701 2.93024 -1.37254 -2.485 -0.378 -0.937
H -3.00867 1.19163 1.57807 0.266 1.162 1.217
H -2.49402 2.74929 2.53647 -1.667 1.383 1.234
H -0.41071 3.79137 2.26507 0.979 -0.363 -0.926
H -1.90167 1.03695 3.11212 -1.072 2.082 -2.055

---

No. 2
15
Properties=species:S:1:pos:R:3:forces:R:3 method="wB97M-V/def2-TZVPD" e_tot_ha=-250.60474 e_homo_ev=-7.9448 total_charge=0 orbital_gap_ev=9.0 smiles="C=C/C(C)=C/N"
C 0.75751 -1.31473 0.61421 1.400 -0.760 0.141
N -1.00288 0.81686 2.08030 0.399 -1.475 -0.873
C -0.83012 0.62156 0.68646 -0.642 1.821 0.808
C 0.02489 -0.18137 0.04634 -2.126 0.750 0.004
C -0.12503 -0.19426 -1.42995 0.408 1.426 0.871
C 0.50037 0.68578 -2.21649 -0.408 -1.901 -1.377
H 0.25903 -2.24719 0.24947 0.661 0.435 0.423
H 0.90297 -1.35290 1.70903 -0.475 0.087 -0.420
H 1.78435 -1.23527 0.20039 -0.395 -0.622 0.131
H -0.28459 0.30488 2.57075 -0.092 0.479 0.602
H -1.14658 1.77375 2.34726 0.220 0.027 0.174
H -1.53520 1.31984 0.18761 0.839 -0.680 -0.341
H -0.92615 -0.84264 -1.77071 0.426 -0.272 -0.624
H 1.26918 1.41889 -2.00621 -0.193 -0.156 0.552
H 0.35227 0.42679 -3.26846 -0.021 0.841 -0.071

---

No. 3
107
Properties=species:S:1:pos:R:3:forces:R:3 method="wB97M-V/def2-TZVPD" e_tot_ha=-3063.02333 e_homo_ev=-9.9972 total_charge=+1 orbital_gap_ev=6.8
Bi 0.53463 1.13909 -1.38013 -0.018 -0.028 0.250
C -2.73042 2.73171 -4.90344 -0.035 -0.041 -0.065
O -3.63266 2.26131 -3.89061 0.088 0.246 0.111
C -3.34934 1.12339 -3.24207 0.029 -0.118 -0.090
C -4.28326 0.29448 -2.78362 -0.048 -0.224 0.024
C -3.74305 -0.86590 -1.97154 -0.042 -0.052 0.015
C -2.67777 -1.59949 -2.76484 -0.146 0.052 -0.019
C -1.73750 -0.76688 -3.18023 0.157 0.299 0.015
C 0.49299 -1.56623 -3.10998 0.104 -0.005 0.176
N 1.26092 -0.65093 -2.37736 0.176 -0.355 -0.112
N 2.52557 -0.44714 -2.99725 -0.164 -0.036 -0.003
C 2.95549 0.76036 -2.93430 -0.052 0.095 -0.040
O 2.27003 1.76988 -2.39961 0.081 0.061 -0.070
C 4.29437 1.10502 -3.47952 -0.094 -0.042 0.076
C 5.20811 0.10726 -3.80899 -0.009 -0.049 -0.042
C 6.45842 0.44473 -4.29850 0.005 0.009 -0.008
C 6.80768 1.78028 -4.46113 -0.003 -0.005 0.004
C 5.89893 2.77589 -4.13525 -0.017 -0.016 0.002
C 4.64556 2.44029 -3.64194 0.026 0.049 -0.013
C -1.94813 0.71078 -2.78924 0.121 0.090 0.038
O -0.90474 1.51414 -3.01035 -0.139 -0.140 -0.163
H -3.15778 3.66588 -5.25269 -0.020 0.018 -0.022
H -1.73208 2.89230 -4.50977 -0.040 0.002 0.002
H -2.69557 2.02091 -5.73144 0.009 -0.026 0.004
H -5.34295 0.45500 -2.92938 0.045 -0.014 0.034
H -4.52950 -1.53242 -1.62666 -0.021 -0.026 -0.021
H -2.71425 -2.66538 -2.96333 0.005 0.070 0.022
H 1.16608 -2.00018 -3.84481 0.089 -0.092 -0.101
H 4.92531 -0.92911 -3.67913 0.011 0.022 0.010
H 7.16555 -0.33426 -4.55351 -0.005 0.007 0.007
H 7.78754 2.04244 -4.83966 -0.020 -0.006 0.000
H 6.16537 3.81720 -4.26435 -0.007 -0.018 0.004
H 3.93106 3.21030 -3.38520 0.017 -0.013 0.008
C -4.40039 1.68431 -0.05320 -0.017 -0.088 -0.047
N -3.79695 0.39591 0.26691 -0.024 0.062 0.174
C -4.77289 -0.49872 0.86887 -0.065 0.013 -0.011
C -2.96993 -0.25488 -0.73683 0.069 0.171 -0.198
O -2.08560 0.68610 -1.26757 -0.154 0.071 0.082
C -2.10780 -1.30568 0.02256 0.157 -0.095 -0.025
O -0.73082 -1.27257 -0.40764 -0.150 -0.074 0.028
C -0.14676 -2.50767 -0.70819 0.020 0.132 -0.074
C 0.01321 -2.70763 -2.19917 0.145 0.118 0.072
O -0.60882 -1.07506 -3.88616 -0.161 -0.144 -0.090
N -0.05127 -3.90036 -2.68169 -0.043 -0.286 -0.186
C 0.01162 -4.17982 -4.13430 0.006 -0.019 0.185
C -0.22698 -5.09862 -1.83500 0.002 0.073 -0.143
H -4.68713 2.15847 0.88710 -0.002 -0.024 0.011
H -3.68802 2.32705 -0.56203 0.050 -0.010 -0.047
H -5.29809 1.60207 -0.67720 0.000 -0.003 -0.026
H -5.16287 -0.04671 1.78055 0.027 0.029 -0.011
H -5.62952 -0.70364 0.20841 0.025 0.002 -0.001
H -4.32521 -1.45374 1.14932 0.011 0.028 -0.008
H -2.11473 -1.03949 1.07810 0.002 -0.001 0.080
H -2.50937 -2.31505 -0.09488 0.014 -0.013 -0.040
H 0.85772 -2.54271 -0.27768 0.031 0.013 0.044
H -0.71984 -3.32348 -0.27252 -0.059 -0.031 0.024
H -0.27089 -3.30271 -4.70194 -0.018 0.085 -0.017
H 1.01343 -4.51128 -4.40287 0.023 0.005 0.014
H -0.69582 -4.97973 -4.33888 -0.012 -0.011 -0.006
H 0.44232 -5.06897 -0.98172 0.029 0.015 0.033
H -1.25974 -5.17722 -1.49900 -0.039 0.005 -0.004
H 0.01390 -5.96906 -2.43635 0.015 -0.011 0.004
C 4.84381 -0.91517 2.70043 -0.066 -0.119 0.110
N 4.08270 -0.16287 1.72596 0.251 -0.117 0.127
C 3.19067 -0.59977 0.83993 -0.321 0.293 0.004
N 2.53573 0.43066 0.33153 0.233 0.063 -0.095
C 3.11974 1.50179 0.94901 -0.455 0.082 -0.246
N 4.04165 1.18141 1.80867 0.264 -0.094 0.243
C 3.94332 -1.57716 3.72656 -0.411 0.202 -0.003
C 4.41257 -2.67290 4.43723 0.164 0.092 -0.115
C 3.60578 -3.31120 5.36204 0.080 -0.202 0.143
C 2.31026 -2.88861 5.57275 -0.243 0.072 0.028
C 1.81697 -1.79675 4.86099 -0.041 0.203 -0.111
C 2.63761 -1.12265 3.95150 0.169 -0.310 0.123
C 0.41136 -1.40563 5.06285 0.265 0.224 -0.310
N -0.48382 -2.02347 5.74376 -0.109 -0.070 0.094
N -1.66281 -1.30215 5.60439 0.015 -0.144 0.022
C -1.39465 -0.30711 4.84172 0.251 0.351 -0.256
O -0.08372 -0.29284 4.44292 -0.213 -0.217 0.255
C -2.29860 0.75866 4.38504 0.078 -0.186 0.030
C -3.67684 0.56564 4.48860 0.070 -0.051 0.055
C -4.53625 1.56284 4.06994 -0.110 -0.131 0.051
C -4.03689 2.74476 3.54497 0.074 0.139 -0.084
C -2.66883 2.94940 3.44464 -0.024 -0.248 0.347
C -2.13031 4.26484 2.95471 0.023 -0.096 -0.020
N -0.96123 4.04154 2.12524 0.133 0.109 -0.246
C -0.74506 3.05652 1.24581 -0.597 -0.118 0.145
N 0.41699 3.20345 0.65701 0.328 0.736 0.209
C 0.88447 4.35087 1.23022 0.163 0.268 0.095
N 0.08545 4.89506 2.12533 0.125 -0.415 -0.347
C -1.79602 1.94513 3.87017 -0.147 0.128 0.013
H 5.51657 -0.18724 3.14789 0.053 -0.051 0.115
H 5.44460 -1.67046 2.19557 0.031 0.012 -0.051
H 3.02564 -1.64544 0.63071 0.042 0.073 -0.053
H 2.83417 2.52775 0.77641 0.033 -0.186 -0.100
H 5.42111 -3.03319 4.26501 -0.025 0.012 -0.002
H 3.98967 -4.15934 5.91407 -0.008 0.016 -0.010
H 1.66342 -3.39606 6.27645 0.016 0.017 -0.018
H 2.24897 -0.26482 3.41467 0.018 -0.027 0.025
H -4.05097 -0.36157 4.90324 0.004 0.019 -0.016
H -5.60614 1.41883 4.14778 0.004 0.004 0.010
H -4.71927 3.51801 3.21045 0.007 0.000 0.025
H -1.81501 4.89480 3.78410 0.093 0.014 0.019
H -2.88387 4.81663 2.39419 -0.045 -0.014 -0.049
H -1.45601 2.26228 1.07338 -0.049 -0.051 -0.042
H 1.83937 4.78896 0.98309 -0.045 0.012 0.014
H -0.72367 2.09272 3.81188 -0.043 -0.017 0.022